1.
Entry from the OMol25 dataset: C37H31BrN3O5S2W as an isolated structure (ωB97M-V/def2-TZVPD).

## Properties
Kohn-Sham gap (alpha / beta): 0.2435 / 0.2435 Ha
2S+1: 1
total charge: +1
strongest force on any atom: 0.87 eV Å⁻¹
energy relative to the best compared isomer or geometry (same formula, charge and spin): 29.5 kcal per mole
E_tot: -147114.1375 eV

Each line ends with the Mulliken charge.
Atoms and positions in Å:
W 2.3257 0.6173 -0.6070  1.3102
C 4.2681 0.4898 3.2037  -1.8118
C 4.2162 0.4474 1.7164  1.4099
N 3.2571 1.0197 1.0710  0.3317
N 1.9706 1.3365 1.5060  -0.7243
C 1.4822 2.4014 0.7984  0.4068
S 2.1772 3.0064 -0.6488  -0.4814
S -0.1011 2.7830 1.4565  0.0506
C -0.7542 4.0899 0.3770  -1.7368
C -1.7220 3.6009 -0.6643  0.8206
C -1.3667 3.5774 -2.0099  -0.2932
C -2.2856 3.1831 -2.9731  -0.6726
C -3.5650 2.7967 -2.5979  -0.6922
C -3.9222 2.8044 -1.2547  -0.4500
C -3.0067 3.2075 -0.2947  -0.3072
C 5.2034 -0.2387 0.9016  0.5817
C 6.2597 -0.9179 1.5273  -1.1243
C 7.1833 -1.6273 0.7946  -0.8744
C 7.0729 -1.6639 -0.5933  -0.5001
C 6.0581 -0.9909 -1.2413  -0.6491
C 5.1157 -0.2758 -0.5118  0.8402
O 4.1550 0.3772 -1.1978  -0.8372
H 3.4316 1.0619 3.5960  0.3257
H 5.2085 0.9247 3.5411  0.5219
H 4.2071 -0.5280 3.5946  0.4074
H 0.0787 4.6209 -0.0744  0.5833
H -1.2436 4.7882 1.0561  0.6143
H -0.3700 3.8873 -2.3051  0.4118
H -2.0008 3.1854 -4.0189  0.4418
H -4.2885 2.5032 -3.3502  0.4595
H -4.9239 2.5169 -0.9560  0.5130
H -3.3000 3.2290 0.7509  0.4421
H 6.3469 -0.8902 2.6057  0.3854
H 7.9848 -2.1547 1.2933  0.4169
H 7.7890 -2.2289 -1.1760  0.4152
H 5.9693 -1.0103 -2.3189  0.4817
C -6.3077 -0.7488 -0.7524  -1.1179
O -4.9025 -0.5302 -0.6257  -0.3280
C -4.3955 -0.4168 0.6211  1.3410
C -5.1632 -0.4788 1.7774  -0.5858
C -4.5686 -0.3644 3.0255  -0.8881
C -3.2005 -0.1891 3.1477  -1.1629
C -2.4280 -0.1222 2.0023  0.2099
C -3.0137 -0.2272 0.7448  0.2068
N -2.1231 -0.1352 -0.3504  1.2318
C -2.3213 -0.2628 -1.6109  -0.0254
C -1.2792 -0.1657 -2.5828  0.4130
C -1.6048 -0.4297 -3.9208  -0.5170
C -0.6370 -0.4073 -4.8998  -0.9906
C 0.6799 -0.1268 -4.5429  -0.7095
C 1.0223 0.1491 -3.2330  -0.9794
C 0.0471 0.1405 -2.2356  0.6333
O 0.3400 0.4236 -0.9607  -0.3953
H -6.8709 0.0908 -0.3431  0.3996
H -6.6016 -1.6747 -0.2574  0.4059
H -6.4975 -0.8296 -1.8174  0.2814
H -6.2321 -0.6249 1.7114  0.4948
H -5.1907 -0.4184 3.9102  0.4026
H -2.7329 -0.1125 4.1204  0.4438
H -1.3533 0.0065 2.0781  -0.1765
H -1.1593 0.0913 -0.0957  -0.4245
H -3.3235 -0.4888 -1.9416  0.5159
H -2.6344 -0.6597 -4.1729  0.4878
H -0.8894 -0.6159 -5.9308  0.4599
H 1.4527 -0.1205 -5.3009  0.4462
H 2.0684 0.3789 -3.0029  0.7742
Br 0.3889 -0.7159 4.4357  -0.1189
C 0.5003 -2.0960 3.1352  -0.3875
C 0.0043 -3.3539 3.4289  -0.5277
C 0.0825 -4.3461 2.4595  -0.6547
C 0.6424 -4.0770 1.2212  -0.7601
C 1.1453 -2.8096 0.9445  0.3943
C 1.0763 -1.8129 1.9099  0.4329
C 1.7249 -2.5533 -0.4206  -0.2619
O 1.6162 -3.3597 -1.3056  -0.6525
O 2.3160 -1.3817 -0.6131  -0.3598
H -0.4332 -3.5564 4.3973  0.4745
H -0.2973 -5.3354 2.6797  0.4278
H 0.6997 -4.8364 0.4527  0.5072
H 1.4431 -0.8260 1.7175  0.6227

2.
Entry from the OMol25 dataset: C41H41AsHgN6S2 as an isolated structure (ωB97M-V/def2-TZVPD).

## Properties
<S²>: 0.761
Kohn-Sham gap (alpha / beta): 0.0909 / 0.1859 Ha
2S+1: 2
total charge: -1
strongest force on any atom: 4.25 eV Å⁻¹
energy relative to the best compared isomer or geometry (same formula, charge and spin): 12.8 kcal per mole
E_tot: -138805.2875 eV

Each line ends with the Mulliken charge.
Atoms and positions in Å:
Hg -2.3778 0.4920 0.3618  1.4965
C -3.5768 1.2831 4.9341  -0.6935
C -3.4322 -0.0724 5.2889  -0.7449
C -3.4576 -0.9949 4.2529  -0.5657
C -3.8112 -0.5937 2.9314  0.6255
N -3.9062 0.7189 2.6394  -0.2880
C -3.7602 1.6194 3.5882  -0.0439
C -4.0246 -1.6605 1.9198  0.7821
C -4.5777 -2.8798 2.2660  -0.5191
C -4.9394 -3.7782 1.2382  -0.6253
C -4.7451 -3.3927 -0.0464  -0.6609
C -4.1218 -2.1444 -0.3634  -0.3389
N -3.7468 -1.3262 0.6204  -0.1208
H -3.4253 2.0863 5.6541  0.3704
H -3.1979 -0.3460 6.3029  0.4148
H -3.2551 -2.0711 4.3822  0.3278
H -3.7673 2.6829 3.3102  0.2892
H -4.6869 -3.0946 3.3358  0.3818
H -5.4242 -4.7256 1.4189  0.4301
H -5.0327 -4.1225 -0.8472  0.3365
H -3.8738 -1.9249 -1.3806  0.5832
N -3.1842 -0.1743 -7.4563  -0.4159
C -2.2996 0.4288 -6.5863  0.1849
S -0.8056 0.9616 -7.1813  -0.5686
C -2.7428 0.6370 -5.2104  1.0440
C -3.8109 -0.0575 -4.6671  -0.6141
C -4.1482 0.2505 -3.3474  -1.0584
N -3.4746 1.0963 -2.5991  -0.2761
C -2.4787 1.7773 -3.1789  -0.3914
C -2.0723 1.5992 -4.4694  -0.6814
H -2.8305 -0.2282 -8.4177  0.1843
H -4.1964 -0.3004 -7.2849  0.1631
H -4.3928 -0.8252 -5.1900  0.2440
H -5.0565 -0.0634 -2.8706  0.6296
H -1.9557 2.4402 -2.5115  0.3645
H -1.2481 2.2293 -4.8839  0.2775
C 5.5696 -3.8535 -0.8864  -1.4519
C 4.5471 -2.7418 -0.7585  0.3336
C 3.6436 -2.4244 -1.8013  -0.9213
C 2.6973 -1.4197 -1.7133  0.3611
C 1.7355 -1.1753 -2.9133  -1.5421
C 2.6053 -0.6261 -0.4956  0.8157
As 1.2425 0.8391 -0.4576  0.9980
N -0.0796 0.0141 0.7525  -1.0235
C 0.0542 -1.3046 1.1195  0.5869
C -0.2141 -2.3636 0.2342  0.4513
C -0.0576 -3.6940 0.6246  -1.0574
C 0.5566 -4.0178 1.8144  -0.6094
C 0.7508 -2.9992 2.7547  -0.8316
C 0.4899 -1.6575 2.4613  -0.2875
C 2.1980 2.3555 0.3654  0.3401
C 3.2680 2.9747 -0.3939  0.6658
C 3.5838 2.6028 -1.8212  -1.3425
C 3.9356 4.0423 0.2076  -0.9442
C 3.6548 4.4673 1.5159  0.4920
C 4.4425 5.5569 2.2043  -1.6463
C 2.6518 3.8124 2.2169  -1.2276
C 1.8507 2.8059 1.6459  0.7802
C 0.6022 2.3689 2.3405  -0.8117
C 3.4383 -0.9312 0.5680  0.9684
C 3.5056 -0.1815 1.8649  -1.2200
C 4.4095 -1.9406 0.3829  -0.9864
H 5.8468 -3.9908 -1.9764  0.3366
H 5.2241 -4.7925 -0.4582  0.2794
H 6.4792 -3.5955 -0.3749  0.3774
H 3.8205 -2.8971 -2.7682  0.2495
H 1.9946 -1.9019 -3.7117  0.3849
H 1.7310 -0.1889 -3.3650  0.3594
H 0.6589 -1.3449 -2.6609  0.1411
H -0.4831 -2.1518 -0.7747  0.7691
H -0.3126 -4.5194 -0.0642  0.3726
H 0.9960 -5.0070 2.0309  0.3332
H 1.1169 -3.2634 3.7744  0.3075
H 0.6723 -0.8905 3.1892  0.4539
H 2.8641 3.0017 -2.5867  0.2409
H 3.7403 1.5537 -2.0474  0.2189
H 4.5200 3.1058 -2.0030  0.4498
H 4.6628 4.5570 -0.4043  0.3102
H 5.0580 6.1261 1.5411  0.3827
H 5.1239 5.1652 2.9768  0.2962
H 3.7522 6.2494 2.7007  0.3382
H 2.3426 4.1759 3.2046  0.2828
H 0.6018 2.7814 3.3358  0.5041
H 0.5136 1.2756 2.3664  0.0330
H -0.2599 2.7789 1.7512  0.0557
H 2.5319 0.0968 2.3105  -0.0796
H 4.0757 0.7905 1.7342  0.2484
H 4.0497 -0.7886 2.6011  0.4137
H 5.1234 -2.0759 1.1933  0.3298
S -4.5864 3.7313 0.4724  -0.4154
C -3.0570 3.3016 0.1998  0.3864
N -2.0461 2.6818 0.0276  -0.7730

3.
Entry from the OMol25 dataset: one molecule with the formula C20H27N5O4S2 (ωB97M-V/def2-TZVPD).

## Properties
SMILES: CC(C)Cc1nnc(NC(=O)CCC(=O)N2CCN(S(=O)(=O)c3ccccc3)CC2)s1
Kohn-Sham gap: 0.3411 Ha
2S+1: 1
strongest force on any atom: 1.53 eV Å⁻¹
energy relative to the best compared isomer or geometry (same formula, charge and spin): 5.3 kcal per mole
E_tot: -58489.7394 eV

Each line ends with the Mulliken charge.
Atoms and positions in Å:
C 6.1461 1.8535 -0.0891  -1.4033
C 6.4032 0.5420 -0.8246  0.7026
C 7.7533 0.5783 -1.5337  -1.6092
C 5.2823 0.2689 -1.8408  -0.8112
C 3.9695 0.0907 -1.1784  0.4171
N 2.9479 0.8430 -1.3742  -0.9520
N 1.8730 0.5024 -0.6638  0.0963
C 2.0689 -0.5290 0.0914  0.1188
N 1.1121 -1.0696 0.8943  0.1421
C 1.3217 -2.2398 1.5721  0.6381
O 2.3942 -2.8062 1.5421  -0.6503
C 0.1227 -2.7415 2.3331  -1.1113
C -1.1476 -2.8307 1.4761  -1.0099
C -2.2725 -2.0032 2.0954  0.9616
O -2.1795 -1.5164 3.2017  -0.6952
N -3.4262 -1.9179 1.3796  0.0904
C -3.6100 -2.3097 0.0043  -0.9436
C -3.4147 -1.0793 -0.9096  -0.7280
N -3.7901 0.1344 -0.2148  0.0363
S -2.4786 1.0251 0.3768  1.2173
O -1.3703 0.1473 0.6742  -0.7733
O -2.9722 1.8745 1.4138  -0.7818
C -2.0662 1.9980 -1.0621  0.2578
C -0.7820 2.0095 -1.5693  -0.3663
C -0.5094 2.7966 -2.6790  -0.6996
C -1.5137 3.5531 -3.2592  -0.3741
C -2.7985 3.5335 -2.7351  -0.6076
C -3.0780 2.7522 -1.6275  -0.5750
C -4.8737 -0.0508 0.7281  -0.8120
C -4.4677 -1.0209 1.8529  -0.8645
S 3.6753 -1.2052 -0.0193  -0.0934
H 6.1427 2.6856 -0.7899  0.3334
H 5.1828 1.8307 0.4147  0.3336
H 6.9193 2.0306 0.6548  0.4241
H 6.4087 -0.2771 -0.0964  0.2775
H 8.5509 0.7638 -0.8184  0.4107
H 7.7693 1.3714 -2.2784  0.3454
H 7.9541 -0.3672 -2.0325  0.3770
H 5.5221 -0.6386 -2.4012  0.3624
H 5.2012 1.1021 -2.5410  0.3129
H 0.2163 -0.5790 0.9369  0.3993
H 0.3820 -3.7074 2.7659  0.3865
H -0.0814 -2.0457 3.1549  0.4163
H -0.9530 -2.4676 0.4673  0.4728
H -1.4867 -3.8668 1.4103  0.6101
H -2.9310 -3.1119 -0.2750  0.4358
H -4.6356 -2.6829 -0.0932  0.3693
H -4.0204 -1.1759 -1.8175  0.4124
H -2.3680 -0.9683 -1.1970  0.4064
H 0.0004 1.4237 -1.1061  0.7909
H 0.4930 2.8128 -3.0773  0.4868
H -1.2974 4.1660 -4.1217  0.3899
H -3.5779 4.1285 -3.1867  0.3901
H -4.0632 2.7190 -1.1905  0.3978
H -5.7390 -0.4193 0.1695  0.4567
H -5.1065 0.9275 1.1458  0.3931
H -4.0528 -0.4710 2.7001  0.4549
H -5.3320 -1.6044 2.1914  0.3370

4.
Entry from the OMol25 dataset: one molecule with the formula C2H6N2O2 (ωB97M-V/def2-TZVPD).

## Properties
SMILES: C/C(=N\O)NO
Kohn-Sham gap: 0.3664 Ha
2S+1: 1
strongest force on any atom: 2.79 eV Å⁻¹
energy relative to the best compared isomer or geometry (same formula, charge and spin): 99.1 kcal per mole
E_tot: -9243.0196 eV

Each line ends with the Mulliken charge.
Atoms and positions in Å:
C -0.1141 1.4681 -0.1223  -0.8503
C -0.0398 -0.0529 -0.1344  0.5938
N -1.0168 -0.8558 0.0373  -0.5346
O -2.2465 -0.0884 0.2029  -0.4064
N 1.1926 -0.6525 -0.4469  -0.2486
O 2.2307 -0.0015 0.2946  -0.4109
H -0.6912 1.8070 -1.0198  0.2673
H -0.7591 1.7301 0.7197  0.3210
H 0.8678 2.0016 -0.1056  0.2990
H -2.9504 -0.7957 -0.0392  0.3523
H 1.2620 -1.6345 -0.3217  0.2843
H 2.0890 -0.3223 1.1935  0.3329

Q: The highest strongest force on any atom belongs to which entry?
A: C41H41AsHgN6S2

Q: The highest 2S+1 belongs to which entry?
A: C41H41AsHgN6S2

Q: Which of these has the highest E_tot?
A: C2H6N2O2

Q: 2S+1 of number 2 (C41H41AsHgN6S2)?
A: 2